Molecular formula: C25H65O27PtS8
Method: DFT, ωB97M-V/def2-TZVPD

Values from the calculation:
**Multiplicity**: 3
**Orbital gap (spin up / spin down)**: 8.958 / 8.238 eV
**LUMO energy (spin up / spin down)**: -1.64 / -2.73 eV
**Total charge**: +1
**⟨S²⟩**: 2.003
**Relative energy (zero: lowest compared OMol25 entry of this formula, charge and spin)**: 0.00 kcal/mol

Element x y z (Å)
Pt (-0.709, 0.234, -0.012)
O (-1.972, 3.189, -2.472)
C (-1.498, 2.368, -1.614)
O (-1.416, 1.150, -1.876)
O (-1.119, 2.672, -0.494)
H (-1.868, 3.984, -1.944)
O (-0.116, -1.453, -1.410)
S (0.129, -2.931, -1.481)
O (0.075, -3.708, -0.229)
O (-0.755, -3.642, -2.710)
C (-0.823, -5.070, -2.685)
C (-1.427, -5.476, -3.967)
C (1.868, -3.138, -2.071)
H (-1.403, -5.362, -1.810)
H (0.191, -5.467, -2.725)
H (-1.107, -4.823, -4.779)
H (-2.507, -5.385, -3.847)
H (-1.217, -6.485, -4.322)
H (2.187, -4.178, -2.009)
H (2.484, -2.632, -1.327)
H (2.003, -2.649, -3.036)
O (-0.297, -1.215, 1.512)
S (-0.018, -1.569, 2.938)
O (0.868, -0.762, 3.738)
O (-1.510, -1.560, 3.732)
C (-1.595, -1.537, 5.129)
C (-1.611, -0.115, 5.668)
C (0.445, -3.319, 2.977)
H (-0.780, -2.103, 5.581)
H (-2.546, -2.000, 5.388)
H (-2.580, 0.313, 5.411)
H (-0.931, 0.514, 5.092)
H (-1.365, -0.044, 6.728)
H (0.643, -3.649, 3.997)
H (1.182, -3.471, 2.189)
H (-0.446, -3.878, 2.692)
O (-2.670, -1.347, -0.453)
S (-3.931, -2.027, -0.772)
O (-4.610, -2.744, 0.258)
O (-5.009, -0.816, -1.344)
C (-4.519, 0.243, -2.181)
C (-5.577, 0.779, -3.103)
C (-3.800, -3.122, -2.243)
H (-3.682, -0.071, -2.804)
H (-4.180, 1.033, -1.510)
H (-6.324, 1.241, -2.458)
H (-6.139, 0.041, -3.676)
H (-5.179, 1.563, -3.747)
H (-3.505, -4.135, -1.967)
H (-3.168, -2.599, -2.961)
H (-4.844, -3.256, -2.525)
O (1.455, 0.595, -0.430)
S (2.579, 1.361, -0.975)
O (2.394, 2.723, -1.447)
O (3.820, 1.314, 0.075)
C (4.904, 2.226, -0.039)
C (6.107, 1.568, -0.600)
C (3.455, 0.343, -2.251)
H (5.190, 2.655, 0.921)
H (4.694, 3.011, -0.766)
H (6.588, 0.790, -0.007)
H (6.882, 2.333, -0.654)
H (6.014, 1.143, -1.599)
H (4.020, -0.405, -1.695)
H (4.185, 1.000, -2.724)
H (2.718, -0.154, -2.882)
O (1.183, 0.036, -5.154)
S (0.865, 1.219, -5.859)
O (1.592, 1.588, -7.080)
O (-0.793, 1.249, -6.099)
C (-1.622, 0.387, -5.329)
C (-2.455, -0.467, -6.286)
C (0.995, 2.616, -4.654)
H (-2.210, 1.091, -4.740)
H (-1.079, -0.299, -4.679)
H (-1.957, -0.895, -7.156)
H (-3.207, 0.147, -6.781)
H (-2.921, -1.308, -5.774)
H (2.022, 2.970, -4.563)
H (0.770, 2.226, -3.662)
H (0.239, 3.292, -5.053)
O (2.499, 2.453, 2.711)
S (1.065, 2.487, 2.442)
O (0.402, 1.478, 1.612)
O (0.196, 2.698, 3.847)
C (0.717, 3.449, 4.854)
C (-0.124, 3.341, 6.174)
C (0.742, 4.151, 1.752)
H (0.749, 4.498, 4.560)
H (1.732, 3.145, 5.108)
H (0.443, 3.892, 6.924)
H (-0.253, 2.316, 6.520)
H (-1.174, 3.604, 6.049)
H (-0.309, 4.138, 1.466)
H (1.427, 4.255, 0.910)
H (0.913, 4.906, 2.520)
O (-3.737, 0.642, 3.366)
S (-3.380, 1.280, 2.136)
O (-2.241, 0.765, 1.431)
O (-4.767, 1.244, 1.214)
C (-5.992, 1.486, 1.752)
C (-7.099, 1.008, 0.817)
C (-3.165, 3.141, 2.451)
H (-5.975, 2.568, 1.879)
H (-6.060, 1.064, 2.755)
H (-8.125, 1.057, 1.182)
H (-6.894, -0.022, 0.526)
H (-7.133, 1.533, -0.138)
H (-2.984, 3.630, 1.494)
H (-2.303, 3.267, 3.107)
H (-4.042, 3.573, 2.931)
O (3.716, -1.671, 0.820)
S (4.729, -1.696, 1.910)
O (4.655, -2.834, 2.848)
O (6.213, -1.682, 1.155)
C (7.316, -2.097, 1.985)
C (8.509, -2.291, 1.006)
C (4.793, -0.040, 2.779)
H (7.136, -2.981, 2.597)
H (7.451, -1.262, 2.672)
H (9.362, -2.662, 1.574)
H (8.686, -1.294, 0.603)
H (8.247, -3.003, 0.224)
H (4.098, 0.621, 2.260)
H (5.845, 0.196, 2.938)
H (4.366, -0.294, 3.749)

Here are the Mulliken charges for atoms 1 to 5, given in e: 3.951 -0.406 -0.348 -0.837 -0.564

---

Molecular formula: C25H67BN5O8S2
Method: DFT, ωB97M-V/def2-TZVPD

Values from the calculation:
**Orbital gap**: 7.520 eV
**LUMO energy**: -3.75 eV
**Total charge**: +1

Element x y z (Å)
C (10.178, -2.396, 1.675)
N (9.724, -1.033, 2.059)
C (9.492, -0.158, 0.880)
B (8.599, -1.045, 3.007)
O (8.883, -1.465, 4.361)
N (7.174, -0.637, 2.720)
C (6.398, -1.281, 1.841)
N (6.843, -2.447, 1.120)
C (5.799, -2.891, 0.247)
N (4.779, -1.944, 0.497)
S (3.217, -1.873, -0.270)
N (5.060, -1.004, 1.430)
S (4.078, 0.295, 2.021)
H (11.133, -2.294, 1.051)
H (9.428, -2.944, 1.027)
H (10.450, -3.049, 2.569)
H (10.448, 0.458, 0.741)
H (8.655, 0.592, 1.001)
H (9.350, -0.722, -0.100)
H (8.212, -2.102, 4.668)
H (6.802, 0.191, 3.211)
H (5.808, -3.771, -0.454)
H (3.428, -0.964, -1.303)
H (4.028, 0.217, 3.414)
C (-0.900, -2.979, -0.420)
C (-1.215, -2.110, -1.627)
C (-0.976, -2.860, -2.927)
O (-0.397, -0.939, -1.595)
H (0.153, -3.284, -0.423)
H (-1.066, -2.425, 0.507)
H (-1.522, -3.875, -0.405)
H (-2.256, -1.780, -1.580)
H (0.074, -3.162, -3.015)
H (-1.195, -2.221, -3.785)
H (-1.601, -3.753, -2.988)
H (0.525, -1.221, -1.636)
C (-0.183, -0.107, 2.603)
C (0.441, -0.591, 3.902)
C (-0.570, -0.586, 5.038)
O (1.542, 0.253, 4.243)
H (-0.543, 0.920, 2.703)
H (0.557, -0.105, 1.796)
H (-1.020, -0.743, 2.307)
H (0.836, -1.602, 3.766)
H (-0.945, 0.426, 5.221)
H (-0.105, -0.924, 5.967)
H (-1.418, -1.237, 4.814)
H (1.200, 1.152, 4.366)
C (-4.453, -0.296, -5.176)
C (-3.665, -1.203, -6.108)
C (-4.355, -1.344, -7.454)
O (-3.521, -2.491, -5.508)
H (-5.449, -0.707, -4.983)
H (-3.952, -0.211, -4.208)
H (-4.565, 0.705, -5.601)
H (-2.659, -0.798, -6.250)
H (-5.348, -1.790, -7.339)
H (-3.784, -2.007, -8.110)
H (-4.463, -0.374, -7.945)
H (-4.404, -2.858, -5.377)
C (-4.687, 1.708, -10.573)
C (-5.065, 2.441, -9.295)
C (-4.845, 3.939, -9.431)
O (-4.282, 1.941, -8.211)
H (-3.628, 1.855, -10.808)
H (-4.840, 0.632, -10.458)
H (-5.284, 2.057, -11.419)
H (-6.113, 2.244, -9.055)
H (-3.792, 4.162, -9.627)
H (-5.110, 4.452, -8.503)
H (-5.446, 4.355, -10.243)
H (-3.353, 2.110, -8.412)
C (-4.749, -4.429, -0.053)
C (-4.157, -4.887, 1.271)
C (-5.195, -4.858, 2.381)
O (-3.062, -4.039, 1.621)
H (-5.112, -3.398, 0.018)
H (-3.990, -4.444, -0.839)
H (-5.580, -5.070, -0.357)
H (-3.761, -5.900, 1.165)
H (-5.573, -3.842, 2.535)
H (-4.754, -5.178, 3.328)
H (-6.039, -5.512, 2.150)
H (-3.402, -3.141, 1.717)
C (1.784, 5.794, 4.415)
C (1.884, 4.660, 5.424)
C (3.189, 4.723, 6.201)
O (1.796, 3.407, 4.741)
H (2.595, 5.735, 3.682)
H (0.847, 5.730, 3.857)
H (1.831, 6.766, 4.909)
H (1.041, 4.711, 6.117)
H (4.048, 4.628, 5.528)
H (3.252, 3.897, 6.913)
H (3.277, 5.664, 6.748)
H (2.537, 3.352, 4.125)
C (-2.758, 2.664, 3.097)
C (-3.103, 3.368, 4.400)
C (-2.892, 4.869, 4.291)
O (-2.289, 2.848, 5.450)
H (-1.705, 2.819, 2.838)
H (-2.904, 1.585, 3.194)
H (-3.377, 3.027, 2.274)
H (-4.143, 3.162, 4.664)
H (-1.844, 5.100, 4.071)
H (-3.133, 5.360, 5.237)
H (-3.516, 5.300, 3.504)
H (-1.366, 3.026, 5.226)

Here are the Mulliken charges for atoms 1 to 5, given in e: -0.844 0.036 -0.907 0.343 -0.508

---

Molecular formula: C25H68N4O7
Method: DFT, ωB97M-V/def2-TZVPD

Values from the calculation:
**Orbital gap**: 8.738 eV
**SMILES**: COC[C@H](C)N.COC[C@H](C)N.COC[C@H](C)N.COC[C@H](C)N.CC(C)O.CC(C)O.CC(C)O
**LUMO energy**: 0.43 eV
**Relative energy (zero: lowest compared OMol25 entry of this formula, charge and spin)**: 28.09 kcal/mol

Element x y z (Å)
C (-7.301, 1.978, -1.694)
C (-5.808, 1.825, -1.351)
C (-5.097, 0.795, -2.268)
O (-3.703, 0.677, -1.938)
C (-3.039, -0.409, -2.570)
N (-5.150, 3.114, -1.518)
H (-7.523, 2.391, -2.678)
H (-7.786, 2.577, -0.923)
H (-7.906, 1.072, -1.666)
H (-5.686, 1.376, -0.365)
H (-5.158, 1.090, -3.316)
H (-5.675, -0.128, -2.215)
H (-2.027, -0.101, -2.834)
H (-3.598, -0.778, -3.430)
H (-2.879, -1.274, -1.928)
H (-5.055, 3.469, -2.459)
H (-4.176, 3.010, -1.274)
C (-0.510, 4.898, 3.343)
C (-0.423, 3.382, 3.499)
C (-1.674, 2.583, 3.136)
O (-1.984, 2.687, 1.737)
C (-3.072, 1.902, 1.318)
N (0.723, 3.149, 2.643)
H (-0.447, 5.256, 2.316)
H (0.208, 5.401, 3.992)
H (-1.465, 5.221, 3.758)
H (-0.263, 3.049, 4.524)
H (-2.455, 3.086, 3.706)
H (-1.588, 1.522, 3.371)
H (-2.953, 0.837, 1.518)
H (-3.012, 2.074, 0.243)
H (-4.064, 2.233, 1.624)
H (0.569, 2.222, 2.274)
H (0.513, 3.735, 1.847)
C (3.071, 3.243, 0.254)
C (4.104, 2.865, 1.275)
C (4.750, 4.159, 1.792)
O (5.515, 4.900, 0.852)
C (5.960, 6.221, 1.280)
N (3.449, 2.214, 2.373)
H (2.598, 2.433, -0.300)
H (3.494, 3.861, -0.538)
H (2.224, 3.849, 0.576)
H (4.903, 2.221, 0.908)
H (5.488, 3.796, 2.508)
H (3.975, 4.819, 2.180)
H (5.021, 6.762, 1.403)
H (6.455, 6.735, 0.455)
H (6.558, 6.153, 2.188)
H (2.683, 2.779, 2.709)
H (2.988, 1.397, 1.998)
C (3.897, -1.769, -1.652)
C (3.948, -2.619, -0.400)
C (4.974, -2.203, 0.645)
O (4.689, -2.724, 1.949)
C (4.047, -1.822, 2.806)
N (2.579, -2.651, 0.135)
H (3.134, -2.106, -2.354)
H (4.883, -1.710, -2.114)
H (3.742, -0.736, -1.340)
H (4.265, -3.615, -0.709)
H (5.015, -1.115, 0.591)
H (6.017, -2.419, 0.410)
H (3.032, -1.653, 2.447)
H (4.466, -0.818, 2.879)
H (4.024, -2.280, 3.795)
H (2.679, -3.194, 0.980)
H (2.072, -3.281, -0.469)
C (-2.969, -4.334, 0.628)
C (-1.891, -5.045, 1.401)
C (-2.384, -5.557, 2.724)
O (-1.244, -6.017, 0.634)
H (-3.877, -4.861, 0.337)
H (-2.707, -3.909, -0.341)
H (-3.308, -3.458, 1.180)
H (-1.114, -4.302, 1.580)
H (-3.382, -5.992, 2.763)
H (-2.360, -4.746, 3.452)
H (-1.649, -6.214, 3.190)
H (-1.924, -6.553, 0.219)
C (0.480, -3.083, -3.940)
C (-0.570, -3.824, -4.633)
C (-1.855, -3.004, -5.005)
O (-0.040, -4.353, -5.797)
H (1.432, -3.551, -4.189)
H (0.330, -3.076, -2.860)
H (0.553, -2.039, -4.244)
H (-0.827, -4.715, -4.060)
H (-2.665, -3.673, -5.294)
H (-1.685, -2.290, -5.811)
H (-2.311, -2.414, -4.210)
H (0.540, -3.697, -6.192)
C (0.733, 0.020, -1.326)
C (0.402, 0.098, 0.163)
C (-0.569, -0.983, 0.647)
O (1.569, -0.108, 0.897)
H (0.902, -1.046, -1.477)
H (1.625, 0.545, -1.666)
H (-0.059, 0.239, -2.044)
H (-0.005, 1.094, 0.334)
H (-1.470, -1.037, 0.036)
H (-0.819, -0.808, 1.694)
H (-0.070, -1.949, 0.581)
H (1.947, -0.967, 0.695)

Here are the Mulliken charges for atoms 1 to 5, given in e: -1.618 0.522 -0.851 -0.143 -0.865

---

Molecular formula: C25H68O9
Method: DFT, ωB97M-V/def2-TZVPD

Values from the calculation:
**Orbital gap**: 9.547 eV
**SMILES**: CC(C)O.CC(C)O.CC(C)O.CC(C)O.CC(C)O.CC(C)O.CC(C)O.CC(C)O.CO
**LUMO energy**: 0.33 eV
**Relative energy (zero: lowest compared OMol25 entry of this formula, charge and spin)**: 254.93 kcal/mol

Element x y z (Å)
C (23.810, -3.981, -16.922)
O (22.452, -3.666, -16.638)
H (24.129, -5.006, -16.690)
H (24.484, -3.208, -16.586)
H (23.957, -4.044, -17.994)
H (22.370, -2.713, -16.570)
C (15.812, -6.305, -21.165)
C (17.035, -5.397, -21.060)
C (17.487, -4.852, -22.391)
O (16.933, -4.368, -20.316)
H (14.814, -5.785, -21.456)
H (15.545, -6.674, -20.152)
H (15.790, -7.131, -21.757)
H (17.750, -6.066, -20.785)
H (16.776, -4.169, -22.764)
H (17.490, -5.690, -23.117)
H (18.408, -4.348, -22.490)
H (17.607, -4.438, -19.722)
C (18.625, -0.911, -22.111)
C (18.922, -0.128, -20.880)
C (19.598, 1.133, -21.298)
O (17.963, 0.064, -20.178)
H (19.490, -1.406, -22.467)
H (18.106, -0.266, -22.867)
H (18.022, -1.751, -21.766)
H (19.574, -0.700, -20.224)
H (19.865, 1.726, -20.441)
H (19.019, 1.732, -21.953)
H (20.544, 0.964, -21.896)
H (18.163, 0.548, -19.410)
C (16.430, -1.852, -18.016)
C (15.163, -1.119, -17.644)
C (15.005, 0.150, -18.533)
O (14.082, -1.674, -17.956)
H (16.435, -2.277, -19.029)
H (16.567, -2.736, -17.419)
H (17.298, -1.228, -17.987)
H (15.145, -0.673, -16.680)
H (15.906, 0.752, -18.797)
H (14.191, 0.766, -18.102)
H (14.754, -0.053, -19.543)
H (14.302, -2.548, -18.093)
C (18.459, -7.349, -15.815)
C (17.019, -7.712, -16.163)
C (16.522, -7.068, -17.413)
O (16.844, -8.980, -16.283)
H (18.503, -7.158, -14.771)
H (18.828, -6.563, -16.378)
H (19.146, -8.160, -15.990)
H (16.216, -7.129, -15.531)
H (15.476, -7.254, -17.494)
H (16.974, -7.371, -18.347)
H (16.804, -6.057, -17.512)
H (17.353, -9.427, -15.597)
C (20.420, -6.448, -19.060)
C (19.932, -5.121, -18.538)
C (20.391, -3.965, -19.499)
O (18.698, -4.902, -18.355)
H (21.517, -6.612, -19.252)
H (19.894, -6.608, -19.926)
H (20.063, -7.261, -18.409)
H (20.447, -4.993, -17.645)
H (20.058, -4.085, -20.507)
H (21.489, -3.885, -19.567)
H (20.074, -3.061, -18.974)
H (18.419, -4.585, -17.453)
C (21.254, -12.229, -15.617)
C (21.441, -10.753, -15.955)
C (20.508, -10.290, -17.088)
O (21.299, -10.045, -14.930)
H (21.385, -12.945, -16.505)
H (20.229, -12.433, -15.389)
H (21.914, -12.631, -14.849)
H (22.564, -10.547, -16.140)
H (20.782, -9.325, -17.413)
H (19.454, -10.263, -16.774)
H (20.512, -10.879, -18.026)
H (20.450, -10.502, -14.548)
C (22.586, 1.147, -16.716)
C (22.090, -0.245, -16.583)
C (21.837, -0.879, -17.988)
O (22.880, -0.950, -15.915)
H (23.399, 1.192, -17.448)
H (22.828, 1.674, -15.825)
H (21.830, 1.640, -17.245)
H (21.178, -0.244, -15.986)
H (21.713, -1.923, -18.049)
H (22.551, -0.588, -18.733)
H (20.810, -0.491, -18.209)
H (22.923, -0.529, -15.069)
C (20.059, -4.232, -14.674)
C (18.829, -3.540, -15.226)
C (19.276, -2.374, -16.045)
O (17.981, -4.218, -15.817)
H (20.585, -4.817, -15.421)
H (19.795, -4.855, -13.819)
H (20.779, -3.504, -14.323)
H (18.356, -3.099, -14.320)
H (18.512, -1.647, -16.248)
H (19.810, -2.748, -16.997)
H (20.005, -1.835, -15.452)
H (17.946, -5.037, -15.248)

Here are the Mulliken charges for atoms 1 to 5, given in e: -0.896 -0.243 0.320 0.296 0.296

---

| no. | calculated total energy (a.u.) | molecular weight (u) |
| --- | --- | --- |
| 1 | -6327.3241 | 1249.38 |
| 2 | -2689.3789 | 640.78 |
| 3 | -1738.8448 | 536.84 |
| 4 | -1670.0405 | 512.81 |